[1]
This record from OMol25 describes a 2-piece molecular cluster, C7F4NO3 overall in a non-equilibrium geometry. The level of theory is the ωB97M-V functional and the def2-TZVPD basis.

Geometry as XYZ:
```
15
Properties=species:S:1:pos:R:3:forces:R:3
O -0.6936 -1.9414 0.1812 -0.5 0.7 0.3
C -0.2192 -3.0178 -0.1177 2.1 -4.4 -1.3
N 0.2404 -4.1026 -0.4103 -1.3 3.2 0.9
F 0.2177 1.4336 -2.6387 -0.1 -0.1 0.7
C 0.1089 1.0852 -1.3410 -0.6 -0.2 -0.5
C -1.0086 0.5174 -0.8623 -0.4 -0.3 -0.9
F -2.0876 0.3450 -1.6419 0.8 0.1 0.4
C -1.1838 0.0794 0.5574 -1.6 1.4 0.8
O -2.2918 -0.0726 1.0601 1.8 0.2 -0.8
C 0.0337 0.3544 1.3790 0.3 -0.4 0.9
F -0.0795 0.0307 2.6758 0.2 0.2 -0.8
C 1.1513 0.9219 0.9012 0.0 -0.3 0.7
F 2.2281 1.1187 1.6861 -0.5 0.0 -0.3
C 1.2832 1.3506 -0.4972 1.5 0.7 -0.7
O 2.3008 1.8975 -0.9319 -1.5 -0.8 0.7
```
Positions in Å, forces in eV/Å.

Properties
**Strongest force on any atom**: 5.0 eV Å⁻¹
**Charge**: -1
**LUMO energy**: 1.291 eV
**Molar mass**: 222.1 u
**2S+1**: 1
**Energy relative to the best compared isomer or geometry (same formula, charge and spin)**: 0.000 eV
**Gap between HOMO and LUMO**: 0.2248 Ha
**Total energy**: -946.697892 Ha

[2]
This record from OMol25 describes C22H31BMnN6O as an isolated structure in a non-equilibrium geometry. The level of theory is the ωB97M-V functional and the def2-TZVPD basis.

Geometry as XYZ:
```
62
Properties=species:S:1:pos:R:3:forces:R:3
C 1.3006 3.4170 -1.4840 0.3 -0.2 -1.5
N 1.1286 2.1127 -1.8092 0.3 0.5 -0.8
N 1.3932 1.9885 -3.1735 -0.3 0.2 0.9
C 1.7114 3.1959 -3.6753 -0.3 -0.4 0.9
C 1.6504 4.1273 -2.6438 0.0 -0.3 0.6
B 1.4725 0.5837 -3.8211 0.3 -0.2 0.5
N 2.5258 -0.2498 -3.0222 -0.2 -0.1 0.8
N 2.2959 -0.5438 -1.6788 0.2 0.3 -0.3
C 3.2720 -1.3971 -1.2993 0.3 0.1 -1.0
C 4.1280 -1.6484 -2.3873 -0.4 0.3 0.5
C 3.6311 -0.8891 -3.4410 -0.5 0.0 0.6
Mn 0.5921 0.4757 -0.7571 -0.1 -1.2 -0.8
N 0.1345 -0.1944 -3.5643 -0.4 -0.1 0.7
N -0.3577 -0.3354 -2.2712 -0.1 0.2 -0.9
C -1.3532 -1.2601 -2.3014 0.5 -0.2 -1.0
C -1.5047 -1.6975 -3.6291 0.0 0.3 0.9
C -0.5581 -1.0044 -4.3809 0.2 0.5 1.0
H -1.8744 -1.5698 -1.4051 0.0 0.1 -0.1
H -0.3205 -1.0227 -5.4335 -0.1 0.0 0.0
H -2.2102 -2.4226 -3.9871 -0.1 0.0 0.0
H 1.7478 0.6193 -4.9834 -0.1 0.1 0.2
H 3.9892 -0.7531 -4.4533 -0.1 -0.1 0.1
H 1.9721 3.3033 -4.7168 0.0 0.0 0.0
H 5.0005 -2.2749 -2.3957 0.1 0.0 0.0
H 1.8743 5.1721 -2.6969 0.0 0.2 -0.1
H 3.3634 -1.7661 -0.2864 -0.2 0.0 -0.1
H 1.2335 3.7746 -0.4648 -0.2 -0.1 -0.2
H 1.0486 -3.6762 0.5132 0.2 -0.1 0.2
C 1.8783 -3.7531 1.2309 -0.1 0.1 -0.1
H 2.7628 -4.1564 0.7274 -0.2 0.0 0.1
H 2.1121 -2.7594 1.6317 -0.1 -0.2 0.0
H 1.5958 -4.4123 2.0581 0.1 0.2 -0.2
C 0.7791 2.9466 2.2736 0.1 0.0 0.1
C -0.7444 2.9051 2.1856 -0.2 0.0 0.4
C -1.3758 3.1352 0.8124 -0.1 -0.2 0.0
C -1.2476 1.6124 2.8096 0.1 1.6 0.4
C -1.7976 1.6296 4.0793 0.6 0.6 -0.9
C -2.3705 0.4754 4.6111 -0.1 -0.1 0.4
C -2.4257 -0.6908 3.8537 0.2 -0.6 -0.8
C -1.8186 -0.7516 2.6089 -0.9 -1.5 0.2
C -1.9133 -2.0185 1.7749 0.3 -0.1 0.1
C -1.5129 -3.2442 2.5961 0.2 -0.2 0.2
C -3.3163 -2.1561 1.1796 -0.2 0.2 -0.1
C -1.1512 0.3894 2.0701 0.3 0.0 -0.6
O -0.5000 0.2985 0.9487 0.4 0.1 0.0
H 1.2419 2.1218 1.7138 0.0 0.2 0.0
H 1.0526 2.8200 3.3300 0.2 0.1 -0.3
H 1.1861 3.9032 1.9270 -0.1 -0.2 0.0
H -1.1176 3.7136 2.8277 0.1 -0.1 -0.1
H -1.0995 2.3464 0.0985 -0.1 0.4 0.1
H -2.4641 3.0955 0.9404 0.2 0.1 -0.3
H -1.1021 4.1107 0.4001 -0.1 -0.1 0.1
H -1.7926 2.5644 4.6504 -0.1 -0.4 -0.3
H -2.7841 0.4961 5.6110 -0.1 0.0 0.0
H -2.9418 -1.5746 4.2386 0.2 0.3 -0.1
H -1.2025 -1.9289 0.9448 0.0 0.1 0.2
H -2.3381 -3.5843 3.2353 0.2 0.0 -0.2
H -1.2050 -4.0755 1.9472 -0.2 0.2 0.2
H -0.6663 -2.9897 3.2445 -0.1 -0.2 -0.1
H -3.5644 -1.2359 0.6383 -0.2 -0.2 0.0
H -3.3762 -3.0011 0.4797 0.0 0.2 0.3
H -4.0669 -2.2958 1.9700 0.2 0.0 -0.2
```
Positions in Å, forces in eV/Å.

Properties
**Strongest force on any atom**: 1.8 eV Å⁻¹
**Charge**: +2
**LUMO energy (alpha / beta)**: -10.397 / -8.899 eV
**Molar mass**: 461.3 u
**2S+1**: 6
**Energy relative to the best compared isomer or geometry (same formula, charge and spin)**: 0.000 eV
**Gap between HOMO and LUMO (alpha / beta)**: 0.1722 / 0.2308 Ha
**Total energy**: -2436.019019 Ha

[3]
This record from OMol25 describes C39H29InN6O8S2 as an isolated structure. The level of theory is the ωB97M-V functional and the def2-TZVPD basis.

Geometry as XYZ:
```
85
Properties=species:S:1:pos:R:3:forces:R:3
In -1.1244 0.3584 -0.3339 0.1 -0.1 0.1
O -1.7235 -0.0205 -4.5119 0.0 0.0 0.0
C -1.4481 -0.1917 -3.3263 -0.1 0.0 0.1
O -2.0024 0.3552 -2.3211 0.1 -0.1 -0.1
C -0.3287 -1.1884 -3.0172 0.0 -0.1 0.1
C 0.3355 -1.8103 -4.1032 -0.1 0.0 0.0
C 1.3132 -2.7117 -3.8427 0.1 0.0 0.0
C 1.6388 -3.0212 -2.5006 0.0 0.0 0.0
C 2.6455 -3.9580 -2.1612 0.0 0.0 0.0
C 2.9397 -4.2158 -0.8546 0.0 0.0 0.1
C 2.2381 -3.5396 0.1700 0.0 0.0 0.0
C 1.2598 -2.6371 -0.1315 0.0 0.0 0.0
C 0.9324 -2.3564 -1.4794 -0.1 0.1 0.0
N -0.0482 -1.4390 -1.7666 0.3 0.2 0.0
H 0.0285 -1.5310 -5.0995 0.0 0.0 0.0
H 1.8554 -3.2028 -4.6445 0.0 0.0 0.0
H 3.1809 -4.4568 -2.9626 0.0 0.0 0.0
H 3.7165 -4.9272 -0.5983 0.0 0.0 0.0
H 2.4899 -3.7289 1.2069 0.0 0.0 0.0
H 0.7182 -2.1185 0.6444 0.0 0.0 0.0
S -1.7082 -1.4191 1.3172 -0.2 0.0 -0.2
C -3.2425 -1.7953 0.4881 0.0 0.0 -0.1
N -4.3668 -1.5671 1.2310 0.0 -0.1 0.0
C -5.6500 -1.3029 0.5834 0.1 0.0 0.0
C -5.6862 -2.1166 -0.6725 0.0 0.1 0.0
C -4.5410 -2.5007 -1.2426 0.2 0.1 0.1
N -3.2609 -2.2648 -0.7169 -0.1 0.0 0.0
H -4.2015 -1.0126 2.0574 0.0 0.0 0.1
H -6.4373 -1.6124 1.2744 0.0 0.0 0.1
H -6.6414 -2.2804 -1.1573 0.0 0.0 0.0
H -4.5413 -3.0237 -2.1931 0.0 0.0 0.0
S -1.7160 2.0319 2.4598 0.0 0.3 0.1
C -1.7321 1.2409 3.9704 0.0 0.0 -0.1
N -1.7888 0.7471 5.0106 0.0 0.0 0.0
C -1.4583 4.5356 -1.6090 0.0 -0.2 0.1
O -1.6399 3.1765 -1.2202 0.1 -0.1 0.0
C -0.5448 2.4754 -0.7969 -0.2 0.1 0.1
O 0.5321 3.0220 -0.7266 0.2 0.0 0.0
H -2.0613 4.6882 -2.5020 0.0 0.0 0.0
H -0.4120 4.7486 -1.8107 0.1 0.0 0.0
H -1.8157 5.1854 -0.8089 0.0 0.1 0.0
O -3.3708 2.1649 2.3151 0.0 0.1 0.0
C -3.9223 1.4249 1.2530 -0.3 -0.2 0.2
O -3.1897 1.1575 0.2862 0.1 0.0 -0.4
C -5.2630 1.0869 1.3858 0.0 0.2 0.2
C -5.8793 0.2372 0.3007 0.0 -0.1 0.0
C -7.3608 0.4985 0.1968 0.1 0.0 0.0
C -8.0620 0.9306 1.2565 0.1 0.0 0.1
C -7.4137 1.3342 2.4960 0.0 -0.1 -0.2
C -6.0604 1.4676 2.5065 0.1 0.0 -0.1
H -5.3769 0.4446 -0.6466 0.0 0.0 0.0
H -7.8627 0.2613 -0.7368 0.0 0.0 0.0
H -9.1400 1.0355 1.1777 0.0 0.0 0.0
H -8.0107 1.6400 3.3460 0.0 0.0 0.0
H -5.5661 1.9082 3.3656 0.0 0.0 0.0
O 0.7859 1.6796 2.8499 0.1 0.0 0.1
C 1.5258 1.2595 1.9670 0.0 -0.2 0.0
N 2.9000 1.4472 2.0038 -0.1 -0.1 0.0
C 3.5610 0.8412 0.8816 -0.2 0.0 0.0
C 2.2772 0.4424 0.0575 0.0 0.1 -0.1
O 2.3649 0.0791 -1.1023 -0.1 0.0 0.2
N 1.1716 0.5572 0.8406 0.3 0.0 -0.4
C 4.2603 -0.4792 1.2121 -0.1 0.1 0.0
C 4.9535 -1.1711 0.2183 0.0 0.0 -0.1
C 5.5535 -2.3910 0.4905 0.0 0.0 0.0
C 5.4558 -2.9547 1.7582 0.0 0.1 0.0
C 4.7339 -2.2922 2.7403 0.0 0.0 0.0
C 4.1372 -1.0648 2.4659 0.1 0.0 0.1
C 4.4365 1.8457 0.1416 0.0 0.0 0.0
C 3.8178 2.8627 -0.5848 0.0 0.0 -0.1
C 4.5778 3.8223 -1.2356 0.0 0.0 0.0
C 5.9674 3.7885 -1.1696 0.0 0.0 0.0
C 6.5887 2.7902 -0.4351 0.0 0.0 0.0
C 5.8252 1.8254 0.2158 0.0 0.0 0.1
H 3.3421 1.9485 2.7508 0.0 0.0 0.0
H 4.9939 -0.7567 -0.7818 0.0 0.0 0.0
H 6.0843 -2.9137 -0.2972 0.0 0.0 0.0
H 5.9183 -3.9124 1.9699 0.0 0.0 0.0
H 4.6215 -2.7328 3.7247 0.0 0.0 0.0
H 3.5576 -0.5617 3.2299 0.0 0.0 0.0
H 2.7343 2.8928 -0.6471 0.0 0.0 0.0
H 4.0771 4.5983 -1.8031 0.0 0.0 0.0
H 6.5594 4.5334 -1.6897 0.0 0.0 0.0
H 7.6704 2.7550 -0.3678 0.0 0.0 0.0
H 6.3225 1.0543 0.7915 0.0 0.0 0.0
```
Positions in Å, forces in eV/Å.

Properties
**Strongest force on any atom**: 0.5 eV Å⁻¹
**Charge**: -2
**LUMO energy**: 4.023 eV
**Molar mass**: 888.6 u
**2S+1**: 1
**Energy relative to the best compared isomer or geometry (same formula, charge and spin)**: 1.180 eV
**Gap between HOMO and LUMO**: 0.2064 Ha
**Total energy**: -3420.740065 Ha

[4]
This record from OMol25 describes C22H21NO4 in the gas phase. The level of theory is the ωB97M-V functional and the def2-TZVPD basis.

Geometry as XYZ:
```
48
Properties=species:S:1:pos:R:3:forces:R:3
C 3.1185 4.3645 -3.1624 0.1 0.0 0.0
C 2.4513 3.0287 -3.0587 -0.1 -0.1 0.0
C 1.8131 2.4686 -4.1615 0.0 0.0 0.1
C 1.2195 1.2264 -4.0759 -0.1 -0.2 0.1
C 1.2464 0.5181 -2.8756 0.2 0.3 0.0
C 1.8881 1.0679 -1.7674 -0.1 -0.2 -0.1
C 2.4816 2.3108 -1.8670 0.0 0.1 -0.1
H 2.9824 2.7321 -1.0071 0.0 0.0 0.1
H 1.9318 0.5143 -0.8421 0.0 0.0 0.1
C 0.6067 -0.8133 -2.8304 -0.3 -0.2 -0.6
O 0.2342 -1.4286 -3.7973 0.1 0.2 0.3
O 0.4655 -1.2352 -1.5542 0.0 -0.1 0.3
C 0.0031 -2.4900 -1.2251 -0.3 -0.3 0.1
C 0.2159 -3.6254 -1.9927 0.1 0.1 -0.1
C -0.2743 -4.8470 -1.5638 0.0 0.1 0.1
C -0.9692 -4.9497 -0.3721 0.0 0.0 0.1
C -1.1654 -3.8260 0.4113 0.1 0.0 -0.1
C -0.6785 -2.5995 -0.0078 0.2 0.0 -0.3
N -0.8862 -1.4391 0.7815 0.1 -0.4 -0.4
C -2.1517 -0.9957 1.1354 -0.2 0.4 0.1
O -3.1741 -1.5769 0.8937 -0.1 0.0 0.0
C -1.9893 0.3271 1.8579 -0.2 0.0 0.2
C -0.4795 0.4940 2.0409 0.2 0.0 0.1
C 0.1408 -0.6298 1.2340 0.0 0.4 0.3
O 1.3117 -0.8324 1.0571 0.2 -0.1 0.1
C -0.0672 0.3470 3.5094 0.1 0.2 -0.1
C -0.7745 1.3867 4.3807 0.0 -0.1 0.0
C -2.2611 1.5403 4.0132 -0.1 -0.1 0.1
C -2.7585 0.3614 3.1823 -0.1 0.2 -0.1
H -2.6147 -0.5713 3.7292 0.0 -0.1 0.0
H -3.8247 0.4590 2.9777 0.0 -0.1 0.0
H -2.8620 1.6293 4.9185 0.0 0.1 0.0
H -2.4073 2.4540 3.4337 -0.1 0.1 0.0
H -0.2734 2.3497 4.2717 0.1 0.0 0.1
H -0.6739 1.0844 5.4239 0.0 0.1 0.0
H -0.3192 -0.6591 3.8502 0.0 -0.1 0.0
H 1.0146 0.4573 3.5927 0.0 -0.1 0.0
H -0.1148 1.4534 1.6649 0.0 -0.1 -0.1
H -2.3906 1.1071 1.2023 0.0 -0.1 0.0
H -1.7042 -3.8888 1.3437 0.0 0.0 0.1
H -1.3552 -5.9032 -0.0469 0.0 -0.1 0.0
H -0.1100 -5.7232 -2.1720 0.0 -0.1 -0.1
H 0.7479 -3.5481 -2.9265 0.0 0.0 0.0
H 0.7242 0.7845 -4.9272 0.0 0.0 -0.1
H 1.7855 3.0141 -5.0937 0.0 0.1 -0.1
H 4.1497 4.2358 -3.4932 0.1 0.1 0.0
H 2.6114 4.9978 -3.8865 0.0 0.1 0.0
H 3.1359 4.8680 -2.1988 0.0 0.1 0.0
```
Positions in Å, forces in eV/Å.

Properties
**Strongest force on any atom**: 0.7 eV Å⁻¹
**SMILES string**: Cc1ccc(C(=O)Oc2ccccc2N2C(=O)[C@H]3CCCC[C@H]3C2=O)cc1
**LUMO energy**: 0.473 eV
**Molar mass**: 363.4 u
**2S+1**: 1
**Energy relative to the best compared isomer or geometry (same formula, charge and spin)**: 0.012 eV
**Gap between HOMO and LUMO**: 0.3502 Ha
**Total energy**: -1206.734086 Ha

[5]
This record from OMol25 describes C28H26N5NiPS as an isolated structure. The level of theory is the ωB97M-V functional and the def2-TZVPD basis.

Geometry as XYZ:
```
62
Properties=species:S:1:pos:R:3:forces:R:3
Ni -0.9758 -0.0485 0.7355 0.7 -0.1 0.5
N -0.3235 -0.8594 4.9283 0.1 0.0 0.1
C -0.3846 -0.8502 3.5165 0.1 -0.1 -0.4
S -1.8207 -0.1553 2.8132 -0.2 0.1 0.3
N 0.6078 -1.3497 2.8717 -0.2 0.0 0.3
N 0.4607 -1.3523 1.4847 -0.1 0.1 -0.3
C 1.4035 -2.0770 0.8847 0.1 0.0 -0.3
C 1.4882 -2.3620 -0.4670 -0.2 0.2 0.4
C 2.5432 -3.1167 -1.0549 0.2 -0.1 -0.1
C 2.4005 -3.7247 -2.2609 0.2 0.0 0.2
C 1.0949 -3.6868 -2.8864 -0.4 0.1 -0.1
C 0.1580 -2.8441 -2.4079 0.0 -0.2 -0.2
N 0.4342 -1.9697 -1.3724 0.1 0.1 -0.1
H -0.7473 -0.0133 5.2863 0.0 0.0 0.0
H 0.6454 -0.9276 5.2188 0.0 0.0 0.0
H 2.2214 -2.4342 1.5125 0.0 0.0 0.0
H 3.4587 -3.2341 -0.4802 0.0 0.0 0.0
H 3.2030 -4.3080 -2.6954 0.0 0.0 0.0
H 0.8322 -4.3648 -3.6898 0.0 0.0 0.0
H -0.8516 -2.7995 -2.8055 0.0 0.0 -0.1
C -1.1809 -0.0440 -2.8184 0.1 -0.1 0.0
P -0.3987 -0.4775 -1.2114 0.0 0.1 -0.2
C -2.1282 -1.5016 -0.6184 -0.1 -0.2 0.0
C -3.3976 -0.9400 -0.8139 0.1 0.1 0.0
C -4.5486 -1.5262 -0.3054 0.0 0.0 0.0
C -4.4610 -2.7024 0.4268 -0.1 0.0 0.0
C -3.2192 -3.2809 0.6413 0.1 0.0 0.0
C -2.0746 -2.6823 0.1315 0.0 0.0 -0.1
C 1.1900 0.5782 -1.5603 0.0 0.0 -0.1
C 2.0342 0.8092 -0.4732 -0.1 0.0 0.0
C 3.2072 1.5379 -0.5877 0.1 0.0 0.1
C 3.5784 2.0839 -1.8065 0.0 0.0 0.0
C 2.7506 1.8902 -2.9021 0.0 0.0 0.0
C 1.5836 1.1470 -2.7767 -0.1 -0.1 0.0
H -1.3921 1.0256 -2.8507 0.0 0.0 0.1
H -2.0956 -0.6084 -2.9679 0.0 0.1 0.0
H -0.4889 -0.2974 -3.6210 0.0 0.0 0.0
H -3.4900 0.0036 -1.3430 0.0 0.0 0.0
H -5.5138 -1.0549 -0.4652 0.0 0.0 0.0
H -5.3573 -3.1522 0.8432 0.0 0.0 0.0
H -3.1335 -4.1823 1.2400 0.0 0.0 0.0
H -1.1084 -3.1328 0.3299 0.0 0.0 0.0
H 1.7328 0.4364 0.4954 0.0 0.0 0.1
H 3.8182 1.6979 0.2942 0.0 0.0 0.0
H 4.4905 2.6641 -1.8975 0.0 0.0 0.0
H 3.0062 2.3221 -3.8650 0.0 0.0 0.0
H 0.9775 1.0355 -3.6658 0.0 0.0 0.0
C -1.0251 1.9294 0.5916 -0.8 -0.4 -0.3
C -0.0999 2.8272 1.2588 0.0 0.2 0.0
C 0.7310 2.3717 2.2917 0.0 0.0 -0.1
C 1.6088 3.2308 2.9289 0.0 0.0 0.0
C 1.6971 4.5663 2.5553 0.1 0.1 0.1
C 0.8844 5.0334 1.5301 0.0 0.0 0.0
C 0.0016 4.1783 0.8932 0.0 -0.1 0.0
H 0.6734 1.3309 2.5869 0.0 0.0 0.0
H 2.2369 2.8433 3.7245 0.0 0.0 0.0
H 2.3960 5.2318 3.0508 0.0 0.0 0.0
H 0.9426 6.0711 1.2167 0.0 0.0 0.0
H -0.6190 4.5437 0.0830 0.0 0.0 0.0
N -3.3687 2.3812 -0.2916 0.1 -0.1 0.3
C -2.2240 2.1786 0.1867 0.4 0.3 -0.1
H -4.0641 2.1118 0.4092 -0.1 0.1 -0.2
```
Positions in Å, forces in eV/Å.

Properties
**Strongest force on any atom**: 0.9 eV Å⁻¹
**Charge**: -2
**LUMO energy**: 5.038 eV
**Molar mass**: 554.3 u
**2S+1**: 1
**Energy relative to the best compared isomer or geometry (same formula, charge and spin)**: 0.758 eV
**Gap between HOMO and LUMO**: 0.1698 Ha
**Total energy**: -3604.118497 Ha